Record 1
The following is a quantum chemistry calculation of a single C4H7NO2 molecule, from OMol25.

The geometry in XYZ format:
```
14
Properties=species:S:1:pos:R:3:lowdin_charge:R:1
C 1.603 1.557 -0.266 0.07
C 0.673 0.681 0.120 -0.43
N 0.952 -0.619 0.593 0.06
O 0.217 -1.670 -0.067 -0.12
C -1.052 -1.202 -0.487 -0.18
C -1.514 -0.071 0.407 -0.15
O -0.637 1.032 0.215 -0.03
H 2.639 1.258 -0.360 0.06
H 1.334 2.591 -0.447 0.06
H 1.916 -0.860 0.390 0.13
H -0.995 -0.830 -1.522 0.13
H -1.727 -2.063 -0.450 0.13
H -1.512 -0.385 1.457 0.13
H -2.510 0.280 0.131 0.13
```

The electronic energy comes out at -361.74743 Ha. The calculation puts the LUMO energy at 1.0 eV. The total charge is 0. The SMILES is C=C1NOCCO1. The largest force on an atom is 0.0050 Eh/bohr. The calculation puts the energy above the lowest of the compared OMol25 structures with the same formula, charge and spin at 83.7 kcal per mole. As for the HOMO energy: -8.27 eV.

=====

Record 2
The following is a quantum chemistry calculation of 2 unconnected molecules or ions with the total composition C4H7NO2, from OMol25.

The geometry in XYZ format:
```
14
Properties=species:S:1:pos:R:3:lowdin_charge:R:1
O -0.763 -1.380 1.373 -0.03
C -0.400 -1.571 0.128 -0.02
C -0.806 0.890 -0.381 -0.17
N 0.310 1.757 -0.660 0.04
C 0.560 0.322 -0.752 -0.32
C 1.569 -0.239 0.225 -0.30
O 1.793 0.302 1.287 0.04
H -1.698 -1.143 1.505 0.12
H -1.272 -1.477 -0.560 0.05
H -1.182 0.846 0.641 0.11
H -1.587 0.862 -1.142 0.11
H 0.711 2.023 0.242 0.10
H 0.653 -0.091 -1.754 0.14
H 2.145 -1.110 -0.130 0.12
```

The electronic energy comes out at -361.66396 Ha. The calculation puts the LUMO energy at 0.3 eV. The total charge is 0. The largest force on an atom is 0.0120 Eh/bohr. The calculation puts the energy above the lowest of the compared OMol25 structures with the same formula, charge and spin at 136.1 kcal per mole. As for the HOMO energy: -8.92 eV.

=====

Record 3
The following is a quantum chemistry calculation of a single C4H7NO2 molecule, from OMol25.

The geometry in XYZ format:
```
14
Properties=species:S:1:pos:R:3:lowdin_charge:R:1
C -1.247 -1.138 -0.183 -0.02
C -0.445 0.116 -0.072 -0.31
N -0.738 1.197 0.537 0.04
O -1.982 1.177 1.150 -0.05
C 0.903 0.054 -0.727 -0.26
C 2.131 0.377 0.002 -0.10
O 1.719 -0.976 -0.176 -0.04
H -2.243 -0.975 -0.606 0.09
H -0.686 -1.807 -0.836 0.08
H -1.346 -1.647 0.781 0.10
H -2.039 2.071 1.520 0.10
H 0.869 0.109 -1.826 0.15
H 3.018 0.644 -0.573 0.11
H 2.087 0.797 1.012 0.12
```

The electronic energy comes out at -361.74704 Ha. The calculation puts the LUMO energy at 1.0 eV. The total charge is 0. The SMILES is C/C(=N\O)[C@H]1CO1. The largest force on an atom is 0.0128 Eh/bohr. The calculation puts the energy above the lowest of the compared OMol25 structures with the same formula, charge and spin at 84.0 kcal per mole. As for the HOMO energy: -9.83 eV.

=====

Record 4
The following is a quantum chemistry calculation of a single C4H7NO2 molecule, from OMol25.

The geometry in XYZ format:
```
14
Properties=species:S:1:pos:R:3:lowdin_charge:R:1
H -0.841 1.245 -1.838 0.07
N -0.163 0.570 -1.493 0.18
C -0.664 -0.141 -0.576 -0.48
C -2.044 -0.105 0.016 0.00
O 0.114 -1.098 0.022 -0.07
C 1.185 -0.575 0.793 -0.14
C 2.083 0.421 0.074 -0.25
O 2.644 1.302 0.682 0.05
H -1.953 0.044 1.098 0.09
H -2.649 0.698 -0.411 0.08
H -2.545 -1.064 -0.143 0.09
H 0.815 -0.111 1.718 0.13
H 1.803 -1.438 1.066 0.14
H 2.214 0.253 -1.007 0.12
```

The electronic energy comes out at -361.81499 Ha. The calculation puts the LUMO energy at 0.8 eV. The total charge is 0. The SMILES is [H]/N=C(\C)OCC=O. The largest force on an atom is 0.0110 Eh/bohr. The calculation puts the energy above the lowest of the compared OMol25 structures with the same formula, charge and spin at 41.3 kcal per mole. As for the HOMO energy: -9.69 eV.

=====

Record 5
The following is a quantum chemistry calculation of a single C4H7NO2 molecule, from OMol25.

The geometry in XYZ format:
```
14
Properties=species:S:1:pos:R:3:lowdin_charge:R:1
C -1.112 -1.334 0.031 -0.05
C 0.052 -0.355 0.281 -0.24
C 1.234 -0.718 -0.592 -0.22
O 1.995 0.029 -1.161 0.05
C -0.419 1.111 0.313 -0.50
N 0.558 2.048 0.183 0.17
O -1.581 1.386 0.549 0.05
H -1.393 -1.911 0.914 0.08
H -1.995 -0.779 -0.289 0.08
H -0.862 -2.048 -0.761 0.07
H 0.508 -0.513 1.275 0.16
H 1.397 -1.818 -0.613 0.13
H 0.243 3.007 0.150 0.11
H 1.409 1.800 -0.304 0.08
```

The electronic energy comes out at -361.86208 Ha. The calculation puts the LUMO energy at 0.7 eV. The total charge is 0. The SMILES is C[C@@H](C=O)C(N)=O. The largest force on an atom is 0.0103 Eh/bohr. The calculation puts the energy above the lowest of the compared OMol25 structures with the same formula, charge and spin at 11.8 kcal per mole. As for the HOMO energy: -9.96 eV.

=====

Record 6
The following is a quantum chemistry calculation of 2 unconnected molecules or ions with the total composition C4H7NO2 in a non-equilibrium geometry, from OMol25.

The geometry in XYZ format:
```
14
Properties=species:S:1:pos:R:3:lowdin_charge:R:1
O 0.961 0.984 1.516 0.00
C 1.014 0.183 0.612 -0.32
C 0.223 0.337 -0.624 -0.17
C -0.046 -0.902 -1.472 -0.01
C -0.757 -0.712 -0.230 -0.29
N -1.581 -1.195 0.587 0.06
O -1.736 -0.444 1.735 -0.03
H 1.566 -0.770 0.697 0.15
H -0.161 1.301 -0.934 0.13
H -0.667 -0.715 -2.341 0.12
H 0.717 -1.666 -1.589 0.12
H -2.448 -0.920 2.186 0.10
H 1.567 2.347 -0.467 0.08
H 1.391 2.270 0.254 0.07
```

The electronic energy comes out at -361.65972 Ha. The calculation puts the LUMO energy at 0.6 eV. The total charge is 0. The SMILES is O=C[C@H]1C/C1=N/O.[H][H]. The largest force on an atom is 0.0212 Eh/bohr. The calculation puts the energy above the lowest of the compared OMol25 structures with the same formula, charge and spin at 138.8 kcal per mole. As for the HOMO energy: -9.82 eV.

=====

Record 7
The following is a quantum chemistry calculation of a gas-phase ion, C4H7NO2S (charge -1) in a non-equilibrium geometry, from OMol25.

The geometry in XYZ format:
```
15
Properties=species:S:1:pos:R:3:lowdin_charge:R:1
O 1.649 1.143 0.582 -0.04
C 0.665 0.382 0.509 -0.53
N 0.237 -0.393 1.491 0.09
C -0.931 -1.401 1.504 -0.51
O -0.815 -2.207 2.555 -0.33
C -0.058 0.214 -0.833 -0.21
C 0.408 1.279 -1.817 -0.70
S 0.342 0.825 -3.523 0.60
H 0.703 -0.312 2.386 0.13
H -0.832 -1.931 0.538 0.08
H -1.835 -0.767 1.623 0.08
H 0.189 -0.783 -1.204 0.10
H -1.137 0.251 -0.656 0.11
H -0.057 2.229 -1.571 0.07
H 1.471 1.471 -1.585 0.07
```

The electronic energy comes out at -760.02725 Ha. As for the spin multiplicity: 2. The calculation puts the LUMO energy (spin up / spin down) at 3.0 / 0.8 eV. The total charge is -1. The largest force on an atom is 0.0389 Eh/bohr. The calculation puts the energy above the lowest of the compared OMol25 structures with the same formula, charge and spin at 21.1 kcal per mole. As for the HOMO energy (spin up / spin down): -3.18 / -3.18 eV. The expectation value of S² is 0.75.

=====

Record 8
The following is a quantum chemistry calculation of a gas-phase ion, C4H7NO2S (charge -2) in a non-equilibrium geometry, from OMol25.

The geometry in XYZ format:
```
15
Properties=species:S:1:pos:R:3:lowdin_charge:R:1
O 2.601 -1.755 -0.555 -0.10
C 2.595 -1.002 0.439 -0.83
O 3.449 -0.864 1.351 -0.14
N 1.467 -0.120 0.573 0.00
C 0.270 -0.326 -0.247 -0.26
C -0.943 0.423 0.299 -0.31
C -1.977 0.794 -0.776 -0.74
S -3.725 0.915 -0.101 -0.08
H 1.283 0.086 1.544 0.09
H 0.204 -1.398 -0.435 0.10
H 0.492 0.096 -1.236 0.10
H -1.383 -0.015 1.186 0.07
H -0.505 1.369 0.620 0.09
H -2.051 0.012 -1.500 0.01
H -1.777 1.786 -1.164 0.01
```

The electronic energy comes out at -760.05206 Ha. The calculation puts the LUMO energy at 5.9 eV. The total charge is -2. The SMILES is O=C([O-])NCCC[S-]. The largest force on an atom is 0.0434 Eh/bohr. The calculation puts the energy above the lowest of the compared OMol25 structures with the same formula, charge and spin at 6.9 kcal per mole. As for the HOMO energy: -0.04 eV.

=====

Record 9
The following is a quantum chemistry calculation of a single C4H7NO2S molecule in a non-equilibrium geometry, from OMol25.

The geometry in XYZ format:
```
15
Properties=species:S:1:pos:R:3:lowdin_charge:R:1
C -2.708 2.021 -0.455 0.11
C -1.811 1.377 -0.800 -0.19
C -0.744 0.540 -1.228 -0.19
C 0.071 0.029 0.071 -0.25
S 1.327 -1.073 -0.390 0.53
N 1.585 -1.447 1.218 -0.10
O 0.764 -2.162 -1.086 -0.29
O 2.541 -0.548 -0.930 -0.28
H -3.541 2.478 0.074 0.05
H -1.099 -0.434 -1.586 0.12
H -0.106 1.052 -1.903 0.11
H -0.662 -0.583 0.652 0.13
H 0.609 0.913 0.439 0.12
H 2.380 -2.039 1.432 0.08
H 0.777 -1.637 1.800 0.07
```

The electronic energy comes out at -759.92979 Ha. The calculation puts the LUMO energy at 0.5 eV. The total charge is 0. The SMILES is C#CCCS(N)(=O)=O. The largest force on an atom is 0.1174 Eh/bohr. The calculation puts the energy above the lowest of the compared OMol25 structures with the same formula, charge and spin at 92.1 kcal per mole. As for the HOMO energy: -10.41 eV.

=====

Please write out number 6 again, unchanged.
The following is a quantum chemistry calculation of 2 unconnected molecules or ions with the total composition C4H7NO2 in a non-equilibrium geometry, from OMol25.

The geometry in XYZ format:
```
14
Properties=species:S:1:pos:R:3:lowdin_charge:R:1
O 0.961 0.984 1.516 0.00
C 1.014 0.183 0.612 -0.32
C 0.223 0.337 -0.624 -0.17
C -0.046 -0.902 -1.472 -0.01
C -0.757 -0.712 -0.230 -0.29
N -1.581 -1.195 0.587 0.06
O -1.736 -0.444 1.735 -0.03
H 1.566 -0.770 0.697 0.15
H -0.161 1.301 -0.934 0.13
H -0.667 -0.715 -2.341 0.12
H 0.717 -1.666 -1.589 0.12
H -2.448 -0.920 2.186 0.10
H 1.567 2.347 -0.467 0.08
H 1.391 2.270 0.254 0.07
```

The electronic energy comes out at -361.65972 Ha. The calculation puts the LUMO energy at 0.6 eV. The total charge is 0. The SMILES is O=C[C@H]1C/C1=N/O.[H][H]. The largest force on an atom is 0.0212 Eh/bohr. The calculation puts the energy above the lowest of the compared OMol25 structures with the same formula, charge and spin at 138.8 kcal per mole. As for the HOMO energy: -9.82 eV.